# C26H25BF4IN5ORuS2

A molecular structure, C26H25BF4IN5ORuS2 (ωB97M-V with the def2-TZVPD basis set, the Open Molecules 2025 dataset).

The geometry in XYZ format:
```
66
Properties=species:S:1:pos:R:3:mulliken_charge:R:1
Ru 0.0123 -0.1991 0.1421 1.5202
S 0.0483 -2.0142 1.5082 -0.1694
C 1.5437 -1.7535 2.3018 0.4052
N 1.8241 -2.6378 3.2869 -0.5703
N 2.9014 -2.7034 3.9306 0.2697
C 4.1923 -2.1374 3.7040 0.7916
C 4.9209 -1.7624 4.8246 -0.5921
C 6.2131 -1.2914 4.6545 -0.5580
C 6.7649 -1.2351 3.3827 -0.5648
C 6.0315 -1.6497 2.2732 -0.5913
C 4.7351 -2.1003 2.4236 -0.1889
N 2.2276 -0.6179 2.0880 -0.5210
N 1.6116 0.1661 1.2828 0.3130
C 2.2224 1.4255 1.0109 -0.0173
C 3.5869 1.5143 0.7652 -0.1647
C 4.1227 2.7634 0.4935 -0.6746
C 3.3084 3.8918 0.4851 -0.5141
C 1.9502 3.7858 0.7491 -0.8094
C 1.3937 2.5418 1.0101 -0.0859
H 2.8258 -3.3404 4.7210 0.3162
H 4.4811 -1.8272 5.8131 0.4381
H 6.7895 -0.9838 5.5158 0.4116
H 7.7814 -0.8873 3.2548 0.4347
H 6.4853 -1.6437 1.2909 0.4759
H 4.1713 -2.4539 1.5714 0.5196
H 4.2020 0.6240 0.7913 0.5459
H 5.1830 2.8619 0.3001 0.4381
H 3.7427 4.8635 0.2881 0.4515
H 1.3283 4.6707 0.7709 0.4868
H 0.3443 2.4432 1.2619 0.5992
C -2.2926 1.6111 -6.6502 -1.5245
C -1.3495 1.5527 -5.4946 0.2877
C -1.2229 0.2222 -4.8093 -0.2698
C -0.1129 0.0832 -3.7272 -0.2693
C 0.6112 1.3491 -3.4074 -0.2893
C 0.3210 2.5166 -3.9833 -0.2217
C -0.6430 2.6077 -5.0769 -0.8256
S 1.8317 1.2371 -2.1394 0.7455
C 3.2534 0.6846 -3.0662 -1.1185
O 1.4695 -0.0795 -1.4000 -0.7223
H -1.9792 0.9074 -7.4264 0.3451
H -2.3387 2.6078 -7.0838 0.4272
H -3.3033 1.3171 -6.3535 0.2883
H -1.1588 -0.5667 -5.5584 0.7113
H 0.5830 -0.7345 -3.9090 0.5443
H 0.8315 3.4232 -3.6735 0.5345
H -0.7488 3.5639 -5.5728 0.4218
H 2.9973 -0.2167 -3.6209 0.3613
H 4.0495 0.4906 -2.3495 0.3762
H 3.5397 1.4937 -3.7380 0.4662
F -3.5909 0.0175 2.4602 -0.2048
B -3.1666 -0.4269 1.2753 0.3980
F -3.7412 0.1050 0.1638 -0.2384
F -2.8228 -1.7431 1.1647 -0.3767
F -1.5917 0.2726 1.2229 -0.5807
I -0.8685 -2.2149 -1.7554 0.3008
C -1.1996 -0.2706 -2.6770 -0.6411
C -2.3215 -0.1473 -3.7330 0.4547
C -3.3326 0.9039 -3.4235 -0.8092
C -3.2431 1.6884 -2.3499 -1.1548
C -2.2115 1.4329 -1.3653 -0.4760
N -1.2743 0.5621 -1.4891 0.5242
H -2.8304 -1.0806 -3.9701 0.5114
H -4.1623 1.0124 -4.1126 0.6172
H -3.9757 2.4513 -2.1302 0.5134
H -2.2376 1.9775 -0.4288 0.4980
```

As for the HOMO energy (alpha / beta): -13.92 / -13.87 eV. The value obtained for the energy relative to the best compared isomer or geometry (same formula, charge and spin) is 76.6 kcal/mol. As for the lowest unoccupied orbital energy (alpha / beta): -8.545 / -8.628 eV. The calculation puts the gap between HOMO and LUMO (alpha / beta) at 5.379 / 5.243 eV. Its charge is +2.

***

# C26H25BrF3NO5ReS2Si

A molecular structure, C26H25BrF3NO5ReS2Si (ωB97M-V with the def2-TZVPD basis set, the Open Molecules 2025 dataset).

The geometry in XYZ format:
```
65
Properties=species:S:1:pos:R:3:mulliken_spin:R:1
Re 0.1954 2.0720 -0.6589 0.8621
Br -0.2814 0.3371 4.8679 0.0007
C 0.3601 1.6243 3.6717 0.0000
C 1.0475 2.7475 4.1036 0.0008
C 1.4850 3.6554 3.1517 -0.0100
C 1.2385 3.4111 1.8179 -0.0159
N 0.5752 2.3137 1.4053 0.0213
C 0.1301 1.4381 2.3217 -0.0048
H 1.2283 2.9118 5.1573 0.0000
H 2.0112 4.5540 3.4410 0.0002
H 1.5512 4.1097 1.0511 0.0046
H -0.4299 0.5853 1.9704 0.0140
O -0.2816 0.3607 -0.4806 0.1156
Si -0.8476 -1.3125 -0.2984 -0.0247
C 0.7415 -2.1548 0.1578 -0.0056
C 1.2773 -2.0526 1.4490 0.0033
C 2.4971 -2.6384 1.7569 0.0000
C 3.1968 -3.3368 0.7787 -0.0005
C 2.6784 -3.4508 -0.5043 0.0004
C 1.4568 -2.8636 -0.8134 -0.0010
C -2.0546 -1.2461 1.0981 0.0101
C -3.0127 -0.2284 1.1874 0.0022
C -3.9366 -0.2106 2.2191 -0.0008
C -3.9325 -1.2266 3.1683 0.0007
C -3.0069 -2.2560 3.0823 0.0003
C -2.0702 -2.2628 2.0572 0.0014
C -1.5161 -1.7604 -1.9479 0.0074
C -1.3395 -0.9845 -3.0956 -0.0033
C -1.8652 -1.3980 -4.3111 -0.0023
C -2.5689 -2.5909 -4.3922 -0.0002
C -2.7517 -3.3741 -3.2597 0.0003
C -2.2322 -2.9594 -2.0435 0.0005
H 0.7275 -1.5367 2.2305 0.0014
H 2.8914 -2.5733 2.7632 0.0000
H 4.1380 -3.8115 1.0244 0.0000
H 3.2137 -4.0140 -1.2573 0.0000
H 1.0501 -2.9698 -1.8124 -0.0001
H -3.0542 0.5504 0.4316 -0.0015
H -4.6732 0.5803 2.2753 0.0000
H -4.6621 -1.2203 3.9672 0.0000
H -3.0150 -3.0563 3.8104 0.0000
H -1.3528 -3.0742 2.0062 0.0000
H -0.7833 -0.0546 -3.0546 0.0082
H -1.7237 -0.7909 -5.1957 0.0000
H -2.9784 -2.9115 -5.3408 -0.0001
H -3.3030 -4.3024 -3.3238 0.0001
H -2.3960 -3.5751 -1.1647 0.0001
C 4.6379 2.4111 -1.2240 -0.0002
S 3.3514 1.6792 -0.2420 0.0020
C 3.5444 -0.0429 -0.6276 0.0012
O 2.0848 2.0844 -1.1301 -0.0006
H 4.5021 2.1033 -2.2594 -0.0002
H 5.5903 2.0601 -0.8255 0.0000
H 4.5691 3.4918 -1.1159 0.0000
H 4.3527 -0.4165 0.0028 0.0001
H 3.7708 -0.1685 -1.6850 0.0003
H 2.6182 -0.5488 -0.3492 -0.0014
F -3.1963 2.7329 -2.5195 -0.0003
C -2.4270 3.4266 -1.7366 0.0018
F -3.0124 4.4858 -1.2680 0.0001
F -2.0955 2.6062 -0.6234 0.0005
S -0.7640 3.7827 -2.4678 0.0061
O -0.8151 4.7634 -3.4662 0.0032
O -0.2744 2.4155 -2.7838 0.0045
O -0.0592 4.0803 -1.1467 -0.0020
```

As for the HOMO energy (alpha / beta): -14.00 / -14.00 eV. Its expectation value of S² is 0.757. The value obtained for the energy relative to the best compared isomer or geometry (same formula, charge and spin) is 0.0 kcal/mol. The spin multiplicity is 2. As for the lowest unoccupied orbital energy (alpha / beta): -7.578 / -7.219 eV. The calculation puts the gap between HOMO and LUMO (alpha / beta) at 6.427 / 6.784 eV. Its charge is +2.

***

# C26H25Cl2CoN6O2S5

A molecular structure, C26H25Cl2CoN6O2S5 (ωB97M-V with the def2-TZVPD basis set, the Open Molecules 2025 dataset).

The geometry in XYZ format:
```
67
Properties=species:S:1:pos:R:3:mulliken_spin:R:1
Co -0.6283 -0.2558 -1.0275 1.0189
Cl -5.7222 -4.6533 0.6962 0.0000
C -4.8679 -3.2319 0.1641 0.0004
C -3.4779 -3.2733 0.1186 -0.0016
C -2.7607 -2.1666 -0.3211 0.0087
N -1.3709 -2.0702 -0.4658 -0.0355
C -0.5533 -3.1165 -0.3317 -0.0099
O -0.7711 -4.2463 0.1141 -0.0011
C 0.8045 -2.8481 -0.9501 0.0073
C 1.8319 -3.7623 -0.7792 -0.0007
C 3.0395 -3.5428 -1.4215 0.0003
C 3.1730 -2.4160 -2.2168 0.0013
C 2.1038 -1.5484 -2.3083 0.0034
N 0.9341 -1.7505 -1.7022 0.0209
C -3.4549 -1.0171 -0.7522 -0.0012
C -4.8418 -0.9792 -0.6785 -0.0009
C -5.5438 -2.0858 -0.2167 -0.0002
Cl -7.2812 -1.9859 -0.1272 -0.0001
N -2.6218 0.0022 -1.2129 -0.0064
C -3.0612 1.1869 -1.6277 -0.0112
O -4.2074 1.6279 -1.7394 -0.0042
C -1.9141 2.0832 -2.0298 0.0036
C -2.0906 3.4575 -2.0829 -0.0018
C -1.0273 4.2538 -2.4539 0.0002
C 0.1623 3.6412 -2.8335 -0.0011
C 0.2415 2.2678 -2.7624 -0.0013
N -0.7542 1.4891 -2.3193 -0.0143
H -2.9533 -4.1596 0.4336 0.0000
H 1.6403 -4.6298 -0.1632 0.0000
H 3.8605 -4.2416 -1.3097 -0.0001
H 4.0955 -2.2033 -2.7430 -0.0003
H 2.1795 -0.6582 -2.9275 -0.0009
H -5.3699 -0.0895 -0.9750 0.0000
H -3.0592 3.8570 -1.8171 -0.0001
H -1.1193 5.3332 -2.4634 0.0000
H 1.0127 4.2174 -3.1781 0.0000
H 1.1374 1.7543 -3.1004 -0.0001
C -3.9970 -0.0577 2.9496 0.0023
S -3.3399 1.2931 3.9635 0.0000
C -1.6193 0.9581 3.8835 0.0148
C -0.8141 1.0608 2.7920 -0.0015
S -1.2082 1.5896 1.1936 0.0168
S 0.8534 0.6320 3.1696 -0.0003
C 0.7348 0.3105 4.8573 0.0004
S 2.0265 -0.1102 5.7981 0.0003
S -0.8807 0.4692 5.3971 0.0010
H -5.0298 0.1952 2.7070 -0.0001
H -3.9578 -1.0009 3.4931 -0.0001
H -3.4205 -0.1126 2.0306 -0.0007
C 4.5824 0.3288 1.5427 0.0000
C 3.7491 1.0286 0.4775 -0.0003
C 3.3596 2.4311 0.9572 -0.0006
C 4.5555 1.1475 -0.8176 0.0004
N 2.5982 0.1362 0.2165 -0.0046
N 1.4495 0.7436 -0.3754 0.0023
H 5.5086 0.8795 1.7241 0.0000
H 4.8371 -0.6856 1.2188 0.0000
H 4.0313 0.2644 2.4867 0.0000
H 4.2504 2.9526 1.3203 0.0000
H 2.6391 2.3870 1.7774 0.0004
H 2.9275 3.0313 0.1518 -0.0004
H 5.4574 1.7496 -0.6607 0.0000
H 3.9662 1.6355 -1.6051 -0.0001
H 4.8457 0.1538 -1.1678 0.0001
H 2.2895 -0.3067 1.0697 -0.0003
H 1.7674 1.1580 -1.2390 -0.0013
H 1.0736 1.4985 0.1988 -0.0001
```

As for the HOMO energy (alpha / beta): -4.45 / -4.51 eV. Its expectation value of S² is 0.787. The spin multiplicity is 2. As for the lowest unoccupied orbital energy (alpha / beta): 1.969 / 2.034 eV. The calculation puts the gap between HOMO and LUMO (alpha / beta) at 6.418 / 6.545 eV. Its charge is -1.

***

Number 1: E -80751.272 eV. Number 2: E -148954.599 eV. Number 3: E -157255.289 eV.